(1)
{
  "formula": "C43H92Br2FN4O16PS",
  "method": "ωB97M-V/def2-TZVPD",
  "elements": ["C", "C", "C", "C", "C", "C", "C", "C", "C", "F", "C", "C", "C", "O", "C", "C", "O", "C", "P", "O", "O", "O", "O", "S", "O", "O", "C", "C", "Br", "C", "C", "Br", "H", "H", "H", "H", "H", "H", "H", "H", "H", "H", "H", "H", "H", "H", "H", "H", "H", "H", "H", "H", "H", "H", "H", "H", "H", "H", "H", "H", "H", "H", "H", "H", "C", "O", "C", "C", "N", "C", "C", "O", "C", "H", "H", "H", "H", "H", "H", "H", "H", "H", "H", "H", "H", "H", "H", "H", "C", "O", "C", "C", "N", "C", "C", "O", "C", "H", "H", "H", "H", "H", "H", "H", "H", "H", "H", "H", "H", "H", "H", "H", "C", "O", "C", "C", "N", "C", "C", "O", "C", "H", "H", "H", "H", "H", "H", "H", "H", "H", "H", "H", "H", "H", "H", "H", "C", "O", "C", "C", "N", "C", "C", "O", "C", "H", "H", "H", "H", "H", "H", "H", "H", "H", "H", "H", "H", "H", "H", "H"],
  "coordinates": [[2.7985, 2.0260, -2.3129], [1.2284, 1.5009, -2.4875], [0.3057, 2.8212, -2.7952], [0.3519, 3.4312, -4.2842], [-0.0194, 5.0587, -4.0476], [-0.4364, 2.8781, -5.5441], [0.5000, 2.2788, -6.8046], [1.5810, 3.3300, -7.4239], [0.9987, 4.8016, -7.8562], [2.8340, 3.5461, -6.6892], [1.0309, 0.7463, -6.5937], [1.2507, 0.1593, -8.1483], [1.2170, -1.5010, -8.1983], [-0.0771, -2.0612, -8.6148], [0.2103, -3.2434, -9.4712], [1.1765, -4.5031, -9.0435], [-0.3404, -3.2703, -10.7009], [2.3898, 0.6069, -5.6627], [4.0295, 0.2666, -6.5110], [4.4924, 1.2664, -7.6393], [4.2419, -1.3675, -7.1457], [5.2743, 0.3982, -5.2450], [0.0863, -0.1900, -5.9751], [-1.5377, 0.1767, -6.1669], [-1.9199, 0.1741, -7.7055], [-2.5509, -0.8626, -5.6079], [-1.7718, 1.9297, -5.4215], [-2.7032, 2.0342, -4.1132], [-4.0484, 3.5830, -4.0879], [-2.8042, 1.1890, -2.9110], [-1.7913, -0.0386, -2.6937], [-4.1663, 1.5497, -1.4433], [3.1034, 2.7314, -3.2240], [3.5832, 1.1406, -2.3331], [2.9758, 2.6461, -1.3366], [0.9181, 1.1158, -1.4012], [1.1050, 0.6047, -3.2121], [-0.7547, 2.8174, -2.2570], [0.8726, 3.6604, -2.1440], [1.5182, 3.4861, -4.5524], [-1.1277, 5.1654, -3.6469], [0.1389, 5.5767, -5.0886], [0.7771, 5.4993, -3.3113], [-0.8596, 3.8826, -6.0611], [-0.3008, 2.2131, -7.6948], [1.9199, 2.8408, -8.4635], [1.4341, 5.1478, -8.8934], [-0.1704, 4.8058, -7.9354], [1.3257, 5.5967, -7.0568], [2.2029, 0.6211, -8.6755], [0.3579, 0.4922, -8.8699], [2.0256, -1.8305, -9.0120], [1.6211, -1.9664, -7.1766], [1.0399, -5.4621, -9.7042], [2.3019, -4.1480, -9.2188], [1.1026, -4.7381, -7.8797], [2.2414, -0.2569, -4.8506], [2.4775, 1.6005, -5.0503], [3.9331, -1.9562, -6.3937], [4.9777, -0.2224, -4.5002], [-2.5104, 2.3551, -6.2794], [-1.3658, 0.0057, -1.5924], [-2.4231, -1.0504, -2.7438], [-0.8990, -0.1712, -3.4185], [-10.7261, -1.4794, -1.1920], [-9.4212, -1.9036, -0.8200], [-9.1472, -3.2546, -1.2103], [-8.0133, -3.2800, -2.2462], [-8.4589, -2.7172, -3.5251], [-7.3657, -2.5024, -4.4790], [-6.3233, -1.4261, -4.1169], [-6.8493, -0.0975, -4.1083], [-7.4034, 0.3062, -2.8636], [-10.8829, -0.4708, -0.7989], [-10.8243, -1.4441, -2.2800], [-11.4854, -2.1417, -0.7655], [-10.0441, -3.7680, -1.5860], [-8.8145, -3.7832, -0.3105], [-7.6858, -4.3138, -2.3980], [-7.1744, -2.7059, -1.8394], [-8.9184, -1.8252, -3.3530], [-7.8322, -2.2138, -5.4278], [-6.8530, -3.4550, -4.6584], [-5.5625, -1.4369, -4.9063], [-5.7915, -1.6479, -3.1859], [-6.8997, -0.1569, -2.0099], [-8.4727, 0.0861, -2.8403], [-7.2938, 1.3909, -2.7802], [-3.3125, 0.3955, 4.5087], [-2.0076, -0.0288, 4.8806], [-1.7336, -1.3798, 4.4903], [-0.5997, -1.4052, 3.4545], [-1.0453, -0.8424, 2.1755], [0.0479, -0.6276, 1.2217], [1.0903, 0.4488, 1.5838], [0.5643, 1.7773, 1.5924], [0.0102, 2.1810, 2.8371], [-3.4692, 1.4040, 4.9018], [-3.4107, 0.4308, 3.4207], [-4.0718, -0.2668, 4.9352], [-2.6304, -1.8931, 4.1147], [-1.4009, -1.9084, 5.3902], [-0.2722, -2.4390, 3.3027], [0.2393, -0.8310, 3.8613], [-1.5048, 0.0496, 2.3477], [-0.4186, -0.3390, 0.2729], [0.5606, -1.5802, 1.0423], [1.8511, 0.4379, 0.7944], [1.6221, 0.2270, 2.5148], [0.5139, 1.7180, 3.6907], [-1.0591, 1.9609, 2.8604], [0.1198, 3.2657, 2.9205], [3.9450, 2.8869, 2.6981], [4.5843, 1.6171, 2.7125], [5.9933, 1.7050, 2.4686], [6.7691, 1.2394, 3.7098], [6.6272, 2.2010, 4.8081], [7.1501, 1.7065, 6.0860], [6.4066, 0.5219, 6.7342], [5.0830, 0.8423, 7.1668], [4.0823, 0.6670, 6.1732], [2.8695, 2.7297, 2.8194], [4.2983, 3.5056, 3.5270], [4.1175, 3.3970, 1.7457], [6.2989, 2.7156, 2.1615], [6.2144, 1.0249, 1.6390], [7.8285, 1.1323, 3.4547], [6.3804, 0.2575, 3.9995], [5.6414, 2.4259, 4.9269], [7.1138, 2.5499, 6.7849], [8.2081, 1.4451, 5.9644], [6.9577, 0.2553, 7.6438], [6.4123, -0.3758, 6.1072], [4.3182, -0.1446, 5.4785], [3.9265, 1.6010, 5.6292], [3.1429, 0.4252, 6.6778], [1.2518, -3.6810, 12.7939], [1.5013, -2.3841, 12.2677], [2.8669, -2.2002, 11.8753], [2.9498, -1.9800, 10.3574], [2.6261, -3.2119, 9.6304], [2.4636, -3.0103, 8.1868], [1.2593, -2.1633, 7.7304], [-0.0052, -2.7746, 7.9937], [-0.5420, -2.4834, 9.2767], [0.2130, -3.7181, 13.1340], [1.3890, -4.4429, 12.0223], [1.9055, -3.8855, 13.6471], [3.5062, -3.0361, 12.1940], [3.2236, -1.2973, 12.3826], [3.9625, -1.6575, 10.0939], [2.2508, -1.1786, 10.0961], [1.7613, -3.5993, 10.0026], [2.3621, -4.0069, 7.7424], [3.3845, -2.5770, 7.7786], [1.3230, -2.0755, 6.6394], [1.2920, -1.1387, 8.1153], [-0.2577, -1.4896, 9.6350], [-0.2366, -3.2486, 9.9934], [-1.6323, -2.5236, 9.2046]],
  "forces_ev_per_a": [[0.4, -0.2, -1.1], [0.3, 0.7, 1.8], [0.7, 0.7, 1.5], [1.4, 1.8, 1.3], [0.4, -0.9, -0.7], [-0.1, 1.0, -1.8], [-1.5, 0.4, 0.3], [0.6, -0.1, -2.3], [0.0, 0.2, 0.4], [-2.5, -0.5, -0.7], [1.7, 0.1, -2.7], [-0.9, -0.4, -0.8], [2.6, 0.2, -0.2], [2.4, -2.4, -1.4], [-3.0, -0.1, -6.1], [1.0, 1.0, 0.9], [3.4, 0.3, 8.1], [-1.2, -0.3, 1.3], [4.9, 2.5, -3.4], [-2.2, -3.6, 3.9], [-1.6, 2.3, 3.2], [-3.8, -2.0, -0.7], [-1.9, 1.3, 0.5], [-5.7, -3.7, -4.7], [2.7, 1.5, 5.3], [4.6, 3.5, 0.0], [-1.6, 1.7, -0.7], [-0.9, -2.0, 3.8], [1.8, -1.5, -0.7], [1.6, 1.5, -3.8], [-1.1, -1.1, 1.4], [2.0, -0.7, -1.9], [-0.7, -1.4, 1.9], [-1.7, 1.7, 0.1], [-0.6, -1.3, -1.8], [0.5, 0.7, -2.4], [0.3, 1.7, 1.1], [2.1, -0.4, -1.6], [-1.2, -1.8, -1.5], [-2.6, -0.3, 0.3], [2.4, -0.1, -0.9], [-0.6, -0.8, 2.1], [-1.7, -0.8, -1.3], [0.8, -2.4, 1.3], [1.8, 0.0, 1.9], [-0.5, 0.9, 2.5], [-0.8, -0.9, 2.2], [2.2, -0.1, 0.1], [-0.7, -1.6, -1.5], [-1.6, -1.3, 1.5], [1.7, -0.7, 2.0], [-1.6, 0.9, 1.8], [-1.2, 1.0, -2.0], [-0.2, 2.2, 1.3], [-2.4, -0.7, 0.4], [0.0, 0.5, -2.6], [0.1, 1.8, -1.8], [0.3, -1.9, -1.2], [0.6, 0.5, -1.3], [0.8, 1.2, -1.2], [1.7, -1.3, 1.9], [-0.9, 0.1, -2.3], [1.3, 2.2, 0.0], [-1.8, 0.7, 1.0], [0.3, 0.1, 0.2], [-0.4, -0.2, -0.3], [0.6, 0.1, 0.0], [-0.7, 0.3, 0.0], [0.2, -0.1, 0.2], [-0.2, 0.4, 0.1], [0.0, -0.1, -0.7], [0.2, -0.4, 0.5], [-0.1, 0.2, -0.4], [0.1, -0.2, 0.0], [-0.2, -0.1, 0.0], [-0.1, 0.0, -0.1], [0.1, 0.2, 0.0], [0.0, 0.0, -0.1], [0.0, 0.1, 0.0], [0.1, -0.1, 0.2], [0.1, -0.3, 0.0], [0.2, 0.0, 0.1], [0.0, 0.1, 0.1], [-0.1, 0.0, 0.1], [-0.2, 0.1, 0.2], [-0.1, -0.1, -0.1], [0.0, -0.1, 0.3], [0.1, -0.1, -0.1], [0.3, 0.2, 0.2], [-0.4, -0.2, -0.3], [0.6, 0.0, 0.0], [-0.7, 0.3, 0.0], [0.3, -0.1, 0.1], [-0.2, 0.4, 0.2], [-0.1, -0.1, -0.6], [0.3, -0.4, 0.3], [-0.1, 0.3, -0.3], [0.1, -0.2, 0.0], [-0.2, -0.1, -0.1], [0.0, 0.0, -0.1], [0.2, 0.3, -0.1], [0.0, 0.0, -0.1], [0.0, 0.1, 0.0], [0.1, -0.1, 0.2], [0.1, -0.3, 0.0], [0.2, 0.0, 0.1], [0.0, 0.1, 0.1], [0.0, 0.0, 0.1], [-0.1, 0.1, 0.1], [-0.1, -0.1, -0.1], [0.0, 0.0, 0.3], [0.1, -0.1, -0.1], [-0.2, -0.3, 0.1], [0.2, 0.5, -0.1], [0.2, -0.5, 0.3], [-0.5, 0.6, -0.1], [0.1, -0.3, -0.1], [-0.4, 0.1, 0.0], [0.3, 0.4, 0.4], [0.3, -0.4, -0.4], [-0.1, 0.2, 0.4], [0.2, -0.1, -0.1], [0.0, 0.2, -0.1], [0.0, 0.1, 0.1], [-0.2, -0.1, 0.2], [0.0, 0.0, 0.0], [0.0, 0.0, 0.1], [0.0, -0.2, -0.2], [0.3, -0.1, -0.1], [0.0, -0.2, 0.0], [-0.1, -0.1, -0.1], [-0.1, 0.1, -0.1], [-0.2, 0.1, -0.1], [0.1, 0.1, 0.0], [-0.1, -0.1, -0.2], [0.1, 0.0, 0.0], [-0.2, 0.3, -0.1], [0.3, -0.5, 0.1], [-0.1, 0.5, -0.4], [-0.2, -0.5, 0.4], [0.0, 0.3, 0.0], [-0.4, -0.2, 0.2], [0.1, -0.4, -0.4], [0.4, 0.5, 0.1], [-0.2, -0.3, -0.2], [0.1, 0.1, -0.1], [0.1, -0.2, 0.1], [0.0, -0.1, 0.0], [-0.2, 0.0, -0.1], [0.0, -0.1, -0.1], [-0.1, 0.0, 0.0], [0.1, 0.2, 0.1], [0.2, 0.1, -0.1], [0.0, 0.2, -0.1], [-0.1, 0.1, 0.1], [0.0, 0.0, 0.1], [-0.1, -0.1, 0.2], [0.1, -0.1, 0.0], [0.0, 0.2, 0.2], [0.1, 0.0, -0.1]],
  "lowdin_charge": [-0.13, -0.22, -0.18, -0.29, -0.07, -0.18, -0.14, -0.24, -0.05, -0.09, -0.37, -0.07, -0.18, -0.10, -0.28, -0.03, -0.02, -0.14, 0.73, -0.35, -0.21, -0.22, -0.27, 0.87, -0.34, -0.33, -0.26, -0.55, 0.58, -0.62, -0.13, 0.61, 0.08, 0.08, 0.08, 0.10, 0.07, 0.12, 0.12, 0.13, 0.09, 0.07, 0.09, 0.14, 0.16, 0.16, 0.10, 0.09, 0.09, 0.12, 0.14, 0.14, 0.13, 0.10, 0.10, 0.10, 0.12, 0.09, 0.07, 0.07, 0.15, 0.07, 0.11, 0.06, -0.12, -0.20, -0.21, -0.21, -0.06, -0.19, -0.21, -0.18, -0.12, 0.09, 0.08, 0.09, 0.12, 0.12, 0.12, 0.10, 0.07, 0.12, 0.12, 0.12, 0.11, 0.07, 0.07, 0.08, -0.11, -0.20, -0.20, -0.20, -0.05, -0.19, -0.22, -0.20, -0.10, 0.09, 0.08, 0.09, 0.12, 0.11, 0.12, 0.10, 0.07, 0.08, 0.12, 0.11, 0.11, 0.09, 0.07, 0.09, -0.10, -0.21, -0.20, -0.21, -0.06, -0.20, -0.22, -0.18, -0.10, 0.07, 0.08, 0.09, 0.12, 0.12, 0.12, 0.10, 0.07, 0.12, 0.12, 0.12, 0.11, 0.09, 0.07, 0.08, -0.12, -0.20, -0.21, -0.20, -0.06, -0.19, -0.22, -0.19, -0.10, 0.09, 0.08, 0.09, 0.12, 0.12, 0.12, 0.10, 0.07, 0.12, 0.11, 0.11, 0.10, 0.09, 0.07, 0.09],
  "de_lowest_ev": 11.696,
  "charge": 0,
  "total_energy_ev": -247712.803,
  "homo_energy_ev": -8.46,
  "e_lumo_ev": -0.45,
  "orbital_gap_ev": 8.012,
  "smiles": "CCC[C@H](C)[C@H]1[C@@H]([C@@H](C)F)[C@@](CCOC(C)=O)(CP(=O)(O)O)OS(=O)(=O)[C@H]1/C(Br)=C(\\C)Br.COCCNCCOC.COCCNCCOC.COCCNCCOC.COCCNCCOC"
}

---

(2)
{
  "formula": "C3H4N2O",
  "method": "ωB97M-V/def2-TZVPD",
  "elements": ["N", "C", "C", "O", "C", "N", "H", "H", "H", "H"],
  "coordinates": [[-0.3993, 1.4662, -1.0210], [-0.1369, 0.3533, -0.2178], [-0.1802, -0.9550, -0.5729], [0.1583, -1.6957, 0.5282], [0.3552, -0.7895, 1.4913], [0.2070, 0.4421, 1.1247], [0.2164, 1.5234, -1.8210], [-0.4012, 2.3409, -0.5125], [-0.4287, -1.5048, -1.4659], [0.6095, -1.1807, 2.4669]],
  "forces_ev_per_a": [[0.1, 0.1, 0.0], [0.0, -0.2, -0.2], [-0.1, 0.1, -0.2], [0.0, 0.0, 0.1], [0.0, 0.1, 0.1], [0.0, -0.3, 0.0], [-0.1, 0.0, 0.1], [0.1, -0.2, 0.1], [0.1, 0.2, 0.1], [0.0, 0.2, -0.1]],
  "nbo_charge": [-0.82, 0.23, -0.03, -0.40, 0.33, -0.48, 0.38, 0.39, 0.21, 0.19],
  "de_lowest_ev": 0.876,
  "charge": 0,
  "total_energy_ev": -8203.009,
  "homo_energy_ev": -8.55,
  "e_lumo_ev": 1.06,
  "orbital_gap_ev": 9.618,
  "smiles": "Nc1cocn1"
}